[1]
Molecular formula: C2H5NO
Method: DFT, the ωB97M-V functional and the def2-TZVPD basis

Each line ends with the Mulliken charge.
Cartesian coordinates (Å):
1 C 1.05092 -0.49293 0.93573  -0.682
2 C -0.37920 -0.40211 -0.96406  0.674
3 O -0.82368 -0.77357 -1.98314  -0.435
4 N 0.01708 0.05616 0.08413  -0.349
5 H 0.78193 -1.50410 1.25560  0.285
6 H 1.16181 0.14129 1.81410  0.224
7 H 2.00408 -0.52957 0.39959  0.285
8 H -2.00532 1.76784 -1.20642  0.026
9 H -1.90679 1.64568 -0.48064  -0.029

Energy relative to the best compared isomer or geometry (same formula, charge and spin) = 38.9 kcal/mol
SMILES = CN=C=O.[H][H]

=====

[2]
Molecular formula: C29H18AuBrF4NP
Method: DFT, the ωB97M-V functional and the def2-TZVPD basis

Each line ends with the Mulliken charge.
Cartesian coordinates (Å):
1 Au 0.33500 0.23800 0.42600  0.908
2 C -1.92700 3.63090 -1.70650  -0.876
3 C -0.89830 4.24450 -2.40830  -0.391
4 C 0.36470 3.68510 -2.37760  -0.693
5 C 0.59580 2.53070 -1.62010  1.582
6 N -0.40790 2.00270 -0.90770  -0.349
7 C -1.62620 2.50590 -0.95670  -0.030
8 C 1.85990 1.80820 -1.60980  0.157
9 C 2.95830 2.18610 -2.39940  -0.552
10 C 4.10210 1.41880 -2.43380  -0.861
11 C 4.18440 0.24790 -1.69560  -0.659
12 C 3.11500 -0.13360 -0.88360  -0.541
13 C 1.98770 0.64310 -0.84580  0.451
14 H -2.93310 4.01330 -1.73090  0.435
15 H -1.08470 5.13740 -2.98700  0.480
16 H 1.16220 4.12850 -2.95060  0.359
17 H -2.39570 2.00270 -0.38750  0.509
18 H 2.90450 3.08300 -2.99610  0.373
19 H 4.93400 1.72440 -3.05150  0.433
20 H 5.06370 -0.37480 -1.74130  0.437
21 H 3.19570 -1.04630 -0.31070  0.520
22 F -3.30210 -5.62510 3.12890  -0.239
23 C -2.63680 -4.50320 2.97300  0.538
24 C -2.14360 -3.81200 4.08430  0.174
25 F -2.34580 -4.26780 5.30290  -0.250
26 C -1.43870 -2.63040 3.88560  0.347
27 F -0.94660 -1.95510 4.92520  -0.354
28 C -1.21400 -2.09910 2.61340  -0.061
29 P -0.31600 -0.50570 2.59960  0.030
30 C -1.39020 0.63980 3.48700  0.763
31 C -2.43280 1.20880 2.74460  -0.534
32 C -3.28600 2.11360 3.34240  -0.759
33 C -3.10170 2.46170 4.67530  -0.568
34 C -2.08780 1.86880 5.41690  -0.827
35 C -1.21740 0.96680 4.83370  -0.055
36 C 1.24640 -0.79890 3.43370  0.916
37 C 1.90200 -2.02450 3.25510  -0.729
38 C 3.14440 -2.22060 3.82340  -0.768
39 C 3.74580 -1.20160 4.55600  -0.527
40 C 3.10180 0.02050 4.72050  -0.772
41 C 1.87110 0.24110 4.13240  -0.559
42 C -1.72680 -2.78650 1.51410  -0.061
43 Br -1.55590 -2.16360 -0.26660  -0.162
44 C -2.42210 -3.98220 1.69450  0.308
45 F -2.89360 -4.62200 0.63940  -0.295
46 H -2.55920 0.92920 1.70660  0.418
47 H -4.08730 2.56190 2.77530  0.439
48 H -3.74780 3.19370 5.13610  0.425
49 H -1.97020 2.10960 6.46240  0.436
50 H -0.44770 0.49010 5.42200  0.567
51 H 1.43210 -2.81230 2.68240  0.499
52 H 3.65810 -3.15930 3.68430  0.466
53 H 4.72960 -1.35080 4.97630  0.442
54 H 3.57290 0.80870 5.28820  0.450
55 H 1.38720 1.20400 4.22020  0.609

Total charge = +2

=====

[3]
Molecular formula: C10H27ClGaO7
Method: DFT, the ωB97M-V functional and the def2-TZVPD basis

Each line ends with the Mulliken charge.
Cartesian coordinates (Å):
1 Cl -2.51453 -0.38585 -0.95428  -0.254
2 C -2.50677 -0.17526 -2.74795  -0.490
3 C -2.01829 -1.47653 -3.41338  -0.616
4 C -0.48263 -1.58565 -3.70949  -0.451
5 Ga 0.74698 -0.26524 -2.70539  0.354
6 C 1.12331 -0.82669 -0.73747  -0.517
7 O 1.86228 0.26777 -0.08329  -0.521
8 C 1.14028 0.92754 0.85685  0.157
9 C 1.54801 0.79382 2.17752  -0.213
10 C 0.86586 1.48135 3.14240  -0.789
11 C -0.20220 2.30168 2.86128  -0.286
12 C -0.61127 2.41454 1.55176  -0.738
13 C 0.06605 1.73518 0.56942  0.143
14 H -1.98876 0.72147 -3.07747  0.213
15 H -3.55365 -0.04772 -3.03134  0.429
16 H -2.31810 -2.28895 -2.74632  0.268
17 H -2.54929 -1.53683 -4.37499  0.290
18 H -0.33547 -1.39730 -4.77925  0.332
19 H -0.18325 -2.61888 -3.46415  -0.023
20 H 0.23012 1.27104 -2.76773  -0.306
21 H 2.16400 -0.26183 -3.50555  -0.418
22 H 1.83461 -1.66290 -0.78369  0.188
23 H 0.21819 -1.11115 -0.19421  0.375
24 H 2.40854 0.15928 2.38269  0.471
25 H 1.17409 1.37148 4.18389  0.544
26 H -0.69834 2.84530 3.66045  0.280
27 H -1.44151 3.06017 1.28587  0.379
28 H -0.24948 1.85139 -0.46348  0.294
29 O 3.86456 -1.55251 3.15080  -0.642
30 H 3.50203 -2.36966 3.50579  0.303
31 H 4.09299 -1.77095 2.24028  0.327
32 O 1.73934 4.25765 5.05144  -0.668
33 H 1.51689 3.55148 4.42791  0.313
34 H 2.52617 4.65955 4.67253  0.278
35 O -0.22556 -4.77926 -2.49145  -0.600
36 H -0.79354 -5.47573 -2.14887  0.273
37 H 0.62671 -5.21136 -2.61201  0.287
38 O 1.72336 -5.44236 -0.35498  -0.634
39 H 1.70945 -5.75912 0.55265  0.295
40 H 1.39972 -4.53387 -0.29969  0.355
41 O -1.06097 3.89368 6.70945  -0.642
42 H -1.19338 4.81873 6.93446  0.307
43 H -0.39241 3.91795 6.01470  0.355
44 O -4.02091 1.92491 -4.55156  -0.573
45 H -4.31249 1.51423 -5.37169  0.295
46 H -4.43076 2.79541 -4.56251  0.279

Total charge = -1

=====

[4]
Molecular formula: C4H4FNO3
Method: DFT, the ωB97M-V functional and the def2-TZVPD basis

Each line ends with the Mulliken charge.
Cartesian coordinates (Å):
1 C -1.62555 -0.05864 -0.10942  -0.560
2 C -1.07648 0.43510 -1.21068  -0.089
3 C -0.55272 -0.15266 0.93733  -0.695
4 C 0.67724 0.42452 0.31294  0.888
5 N 1.74246 -0.56656 -0.01038  0.832
6 O 1.49583 -1.44453 -0.81001  -0.515
7 O 2.82308 -0.32763 0.45609  -0.552
8 O 0.20213 0.81820 -1.18689  -0.423
9 F 1.39319 1.40134 0.91107  -0.265
10 H -2.64076 -0.43304 -0.09719  0.346
11 H -1.32137 0.62811 -2.24943  0.433
12 H -0.74952 0.48619 1.87458  0.302
13 H -0.36756 -1.21041 1.18199  0.297

Energy relative to the best compared isomer or geometry (same formula, charge and spin) = 29.9 kcal/mol
SMILES = O=[N+]([O-])[C@]1(F)CC=CO1

=====

| no. | DFT total energy (hartree) | LUMO energy (eV) |
| --- | --- | --- |
| 1 | -209.16028 | 0.76 |
| 2 | -4620.52058 | -10.01 |
| 3 | -3308.84377 | 2.38 |
| 4 | -535.00286 | -0.18 |